Here is a molecular structure, C2H2MgO4 at a distorted geometry from OMol25. Energies are from the ωB97M-V functional and the def2-TZVPD basis.

Calculated values
* DFT total energy: -578.5555 Eh
* LUMO level (alpha / beta): 3.35 / 3.26 eV
* frontier orbital gap (alpha / beta): 5.70 / 8.09 eV
* <S²>: 0.75
* net charge: -1
* E_HOMO (alpha / beta): -2.353 / -4.833 eV
* 2S+1: 2

Atoms and positions in Å:
1 O 0.0416 -2.1503 -1.2063
2 C -0.3323 -0.9905 -0.9824
3 O 0.6235 -0.0505 -0.8858
4 O -1.4985 -0.7741 -0.5112
5 C 0.7517 0.7387 0.4266
6 O -0.3095 1.4665 0.7769
7 Mg -1.9364 0.4049 1.0277
8 H 1.0428 -0.0251 1.1777
9 H 1.6169 1.3805 0.1767



Here is a molecular structure, C2H2N2O at a distorted geometry from OMol25. Energies are from the ωB97M-V functional and the def2-TZVPD basis.

Calculated values
* DFT total energy: -262.0205 Eh
* LUMO level: -0.08 eV
* frontier orbital gap: 9.59 eV
* ΔE to the lowest compared entry with this formula, charge and spin: 90.0 kcal/mol
* net charge: 0
* E_HOMO: -9.665 eV

Atoms and positions in Å:
1 C -0.6251 0.8344 -0.3142
2 C 0.5015 -0.3044 -0.6664
3 N -0.6716 0.4626 0.9153
4 N 0.0542 -0.7115 0.7090
5 O 1.2822 -0.6429 -1.4726
6 H -1.3842 1.5455 -0.8302
7 H 0.8432 -1.1838 1.6591



Here is a single C2H2N2O molecule at a distorted geometry from OMol25. Energies are from the ωB97M-V functional and the def2-TZVPD basis.

Calculated values
* DFT total energy: -262.1141 Eh
* LUMO level: 1.03 eV
* frontier orbital gap: 12.26 eV
* ΔE to the lowest compared entry with this formula, charge and spin: 31.2 kcal/mol
* net charge: 0
* E_HOMO: -11.237 eV

Atoms and positions in Å:
1 C 1.0272 0.1296 -0.0434
2 C -1.0244 0.1592 -0.0016
3 H 2.0945 0.5048 0.0507
4 H -2.0944 0.3839 0.0173
5 N -0.0392 0.9987 -0.0084
6 N 0.7160 -1.1009 0.0109
7 O -0.6796 -1.0752 -0.0254



Here is a single C2H2N2O molecule from OMol25. Energies are from the ωB97M-V functional and the def2-TZVPD basis.

Calculated values
* DFT total energy: -262.0283 Eh
* LUMO level: 0.30 eV
* frontier orbital gap: 10.49 eV
* ΔE to the lowest compared entry with this formula, charge and spin: 85.1 kcal/mol
* net charge: 0
* E_HOMO: -10.186 eV

Atoms and positions in Å:
1 O -1.4791 1.0248 0.4197
2 C -0.4481 1.0611 -0.1971
3 N 0.6226 0.1772 -0.0031
4 C 0.5611 -1.2125 0.0204
5 N -0.0533 -1.0109 1.0667
6 H -0.1859 1.8855 -0.8819
7 H 1.0923 -1.9828 -0.5184



Here is a single C2H2N2O molecule at a distorted geometry from OMol25. Energies are from the ωB97M-V functional and the def2-TZVPD basis.

Calculated values
* DFT total energy: -261.9887 Eh
* LUMO level: -1.01 eV
* frontier orbital gap: 9.23 eV
* ΔE to the lowest compared entry with this formula, charge and spin: 109.9 kcal/mol
* net charge: 0
* E_HOMO: -10.236 eV

Atoms and positions in Å:
1 C 0.0137 -0.6155 0.2713
2 C -0.3301 -0.9934 -0.9252
3 H 0.1512 2.5928 0.4794
4 H 0.0375 -1.2296 1.2123
5 N 0.3652 0.5414 0.8431
6 N -0.4731 -1.9347 -1.8002
7 O 0.2355 1.6391 -0.0808



Here is a single C2H2N2O molecule at a distorted geometry from OMol25. Energies are from the ωB97M-V functional and the def2-TZVPD basis.

Calculated values
* DFT total energy: -261.9844 Eh
* LUMO level: -0.66 eV
* frontier orbital gap: 9.71 eV
* ΔE to the lowest compared entry with this formula, charge and spin: 112.6 kcal/mol
* net charge: 0
* E_HOMO: -10.363 eV

Atoms and positions in Å:
1 C 0.0097 -0.0678 0.5928
2 C -1.4178 0.2340 1.0557
3 H 1.7289 -0.0814 -2.2146
4 H 0.7974 -0.3131 1.3892
5 N 0.1754 0.2353 -0.7016
6 N -2.7474 0.2401 1.0565
7 O 1.4538 -0.2471 -1.1781



Here is 2 unconnected molecules or ions with the total composition C2H2N2O at a distorted geometry from OMol25. Energies are from the ωB97M-V functional and the def2-TZVPD basis.

Calculated values
* DFT total energy: -262.1306 Eh
* LUMO level: 0.53 eV
* frontier orbital gap: 12.08 eV
* ΔE to the lowest compared entry with this formula, charge and spin: 20.9 kcal/mol
* net charge: 0
* E_HOMO: -11.555 eV

Atoms and positions in Å:
1 C -0.2591 0.8619 -0.3239
2 C 3.5321 0.0833 0.2800
3 N -1.2114 0.3857 0.0294
4 N 2.4889 0.0663 0.8281
5 O 4.4110 0.1000 -0.5024
6 H 0.5938 1.3696 -0.7115
7 H 1.9325 -0.0880 1.5620



Here is a single C2H2N2O molecule at a distorted geometry from OMol25. Energies are from the ωB97M-V functional and the def2-TZVPD basis.

Calculated values
* DFT total energy: -262.0749 Eh
* LUMO level: 0.80 eV
* frontier orbital gap: 12.34 eV
* ΔE to the lowest compared entry with this formula, charge and spin: 55.8 kcal/mol
* net charge: 0
* E_HOMO: -11.544 eV

Atoms and positions in Å:
1 C -0.7494 0.3416 -0.0072
2 C 0.6862 0.4711 -0.0218
3 H -1.5435 1.0498 0.0611
4 H 1.2566 1.3531 -0.0323
5 N 1.2134 -0.7071 0.0205
6 N -1.0106 -0.9179 -0.0040
7 O 0.1473 -1.5905 -0.0162



Here is a molecular structure, C2H2N2O2 at a distorted geometry from OMol25. Energies are from the ωB97M-V functional and the def2-TZVPD basis.

Calculated values
* DFT total energy: -337.3234 Eh
* LUMO level: 0.16 eV
* frontier orbital gap: 10.45 eV
* ΔE to the lowest compared entry with this formula, charge and spin: 63.4 kcal/mol
* net charge: 0
* E_HOMO: -10.290 eV

Atoms and positions in Å:
1 O -1.3426 0.0734 -2.0606
2 C -0.3452 0.4034 -1.5508
3 N -0.7341 -0.3855 0.4779
4 C 0.3652 -0.0315 0.8864
5 N 1.4744 0.4940 0.9245
6 O 0.7134 0.8484 -1.3132
7 H -1.3590 -1.0857 0.8021
8 H 1.2279 -0.3165 1.8336



Here is 2 unconnected molecules or ions with the total composition C2H2N2O2 from OMol25. Energies are from the ωB97M-V functional and the def2-TZVPD basis.

Calculated values
* DFT total energy: -337.4244 Eh
* LUMO level: 0.55 eV
* frontier orbital gap: 11.25 eV
* ΔE to the lowest compared entry with this formula, charge and spin: 0.0 kcal/mol
* net charge: 0
* E_HOMO: -10.703 eV

Atoms and positions in Å:
1 O -0.7286 -2.6377 0.1035
2 C -0.3569 -1.8638 -0.6822
3 N -0.3189 0.3551 1.2379
4 C 0.0576 1.1708 0.4007
5 N 0.2621 2.0140 -0.4600
6 O 0.0258 -1.1163 -1.4941
7 H 0.1767 0.3008 2.1189
8 H 0.8823 1.7771 -1.2248



Here is a single C2H2N2O2 molecule from OMol25. Energies are from the ωB97M-V functional and the def2-TZVPD basis.

Calculated values
* DFT total energy: -337.4016 Eh
* LUMO level: 0.61 eV
* frontier orbital gap: 11.16 eV
* ΔE to the lowest compared entry with this formula, charge and spin: 14.3 kcal/mol
* net charge: 0
* E_HOMO: -10.554 eV

Atoms and positions in Å:
1 C -0.3787 1.0131 0.6023
2 O 0.6591 0.6831 1.3956
3 N -0.4462 0.2142 -0.5011
4 N 0.4711 -1.7724 -1.4822
5 C -0.0237 -0.8257 -0.9484
6 O -1.1368 1.9109 0.8228
7 H 0.7484 1.3145 2.1273
8 H 0.1069 -2.5377 -2.0163



Here is 2 unconnected molecules or ions with the total composition C2H2N2O2S at a distorted geometry from OMol25. Energies are from the ωB97M-V functional and the def2-TZVPD basis.

Calculated values
* DFT total energy: -735.3548 Eh
* LUMO level (alpha / beta): -0.98 / -0.98 eV
* frontier orbital gap (alpha / beta): 7.46 / 7.47 eV
* ΔE to the lowest compared entry with this formula, charge and spin: 145.9 kcal/mol
* net charge: 0
* E_HOMO (alpha / beta): -8.443 / -8.449 eV

Atoms and positions in Å:
1 C 1.6791 -1.2605 -0.4901
2 C -0.1408 0.7512 -0.3599
3 N -2.1831 2.1429 0.3659
4 N 1.3364 -1.9432 0.3984
5 O 0.9363 -2.6027 1.2541
6 O 0.5588 1.2244 -1.1375
7 S -1.2580 0.9622 0.8154
8 H 2.2888 -1.3479 -1.4074
9 H -3.2176 2.0736 0.5610



Here is 2 unconnected molecules or ions with the total composition C2H2N2O2S at a distorted geometry from OMol25. Energies are from the ωB97M-V functional and the def2-TZVPD basis.

Calculated values
* DFT total energy: -735.5382 Eh
* LUMO level: -0.18 eV
* frontier orbital gap: 9.55 eV
* ΔE to the lowest compared entry with this formula, charge and spin: 30.8 kcal/mol
* net charge: 0
* E_HOMO: -9.733 eV

Atoms and positions in Å:
1 C -0.9228 1.1466 -1.5853
2 C 1.2341 -0.8988 0.7462
3 N -0.0379 1.6116 -2.1519
4 N 1.5968 -2.0523 0.6781
5 O -2.0213 1.0646 0.6341
6 O 1.0502 0.2610 0.7552
7 S -2.2079 0.3994 -0.8878
8 H -1.0972 0.9373 0.9490
9 H 2.4060 -2.4694 0.8625



Here is a single C2H2N2O2S molecule at a distorted geometry from OMol25. Energies are from the ωB97M-V functional and the def2-TZVPD basis.

Calculated values
* DFT total energy: -735.3994 Eh
* LUMO level: -0.46 eV
* frontier orbital gap: 9.22 eV
* ΔE to the lowest compared entry with this formula, charge and spin: 117.9 kcal/mol
* net charge: 0
* E_HOMO: -9.678 eV

Atoms and positions in Å:
1 C -0.4447 -0.6544 1.3927
2 C -0.2052 -0.1676 0.0430
3 N -2.0554 -1.7743 0.8572
4 N -2.0588 -1.5302 -0.2873
5 O -0.2067 -1.0958 3.9191
6 O -1.2078 -0.7476 -0.8844
7 S 0.3449 -0.3782 2.7796
8 H -0.3276 0.9158 -0.0641
9 H 0.7565 -0.4810 -0.3760



Here is a single C2H2N2O2S molecule from OMol25. Energies are from the ωB97M-V functional and the def2-TZVPD basis.

Calculated values
* DFT total energy: -735.5720 Eh
* LUMO level: 0.36 eV
* frontier orbital gap: 9.96 eV
* ΔE to the lowest compared entry with this formula, charge and spin: 9.6 kcal/mol
* net charge: 0
* E_HOMO: -9.603 eV

Atoms and positions in Å:
1 C -0.5007 0.4373 0.1400
2 C 1.1003 -0.9967 -0.4565
3 H -2.2923 1.8077 0.1344
4 H 0.9935 -0.2399 1.5199
5 N -0.7438 0.1777 -1.1001
6 N 0.5952 -0.2411 0.5945
7 O 0.2509 -0.7176 -1.4933
8 O 2.0357 -1.7274 -0.4838
9 S -1.4388 1.5002 1.1449



Here is a molecular structure, C2H2N2O2S2 at a distorted geometry from OMol25. Energies are from the ωB97M-V functional and the def2-TZVPD basis.

Calculated values
* DFT total energy: -1133.5974 Eh
* LUMO level: 0.06 eV
* frontier orbital gap: 7.66 eV
* ΔE to the lowest compared entry with this formula, charge and spin: 118.3 kcal/mol
* net charge: 0
* E_HOMO: -7.600 eV

Atoms and positions in Å:
1 C -0.1995 -0.5361 0.2459
2 C 0.1376 0.7490 0.1670
3 N -0.0730 -1.0867 1.5358
4 N 0.0251 0.2417 -2.0290
5 O -0.0626 1.3658 -1.1597
6 O 0.5965 1.3809 1.2568
7 S -0.7653 -1.1699 -1.2964
8 S 0.1532 0.3199 2.5399
9 H 0.6788 -1.7735 1.6107
10 H -0.4908 0.5089 -2.8710



Here is a molecular structure, C2H2N2O3 at a distorted geometry from OMol25. Energies are from the ωB97M-V functional and the def2-TZVPD basis.

Calculated values
* DFT total energy: -412.5034 Eh
* LUMO level: 7.23 eV
* frontier orbital gap: 6.03 eV
* ΔE to the lowest compared entry with this formula, charge and spin: 27.2 kcal/mol
* net charge: -2
* E_HOMO: 1.196 eV

Atoms and positions in Å:
1 C -1.6953 0.0885 -0.3067
2 C -0.0098 0.1747 0.6235
3 N 1.0348 -0.6171 0.0468
4 N 2.0250 0.0609 -0.5377
5 O 2.8703 -0.7057 -1.1730
6 O -2.3842 -0.9106 -0.0008
7 O -1.9537 1.0984 -1.0044
8 H 0.3119 1.2803 0.9251
9 H -0.1992 -0.4695 1.4273



Here is a molecular structure, C2H2N2O3 at a distorted geometry from OMol25. Energies are from the ωB97M-V functional and the def2-TZVPD basis.

Calculated values
* DFT total energy: -412.4639 Eh
* LUMO level: -0.16 eV
* frontier orbital gap: 10.83 eV
* ΔE to the lowest compared entry with this formula, charge and spin: 117.4 kcal/mol
* net charge: 0
* E_HOMO: -10.987 eV

Atoms and positions in Å:
1 C -1.6936 0.0528 -0.0693
2 C 0.3173 0.7503 0.1405
3 H 2.0413 -0.4455 -0.7981
4 H -2.6949 -0.3235 -0.2032
5 N 0.3228 -0.6988 0.5065
6 N -1.0167 1.1411 -0.0068
7 O 1.4375 -1.3358 -0.1223
8 O -1.0518 -1.0200 -0.1530
9 O 1.3354 1.4626 -0.0902



Here is a single C2H2N2O3 molecule at a distorted geometry from OMol25. Energies are from the ωB97M-V functional and the def2-TZVPD basis.

Calculated values
* DFT total energy: -412.5166 Eh
* LUMO level: -0.17 eV
* frontier orbital gap: 10.70 eV
* ΔE to the lowest compared entry with this formula, charge and spin: 84.3 kcal/mol
* net charge: 0
* E_HOMO: -10.874 eV

Atoms and positions in Å:
1 C 0.2525 1.0179 -0.0589
2 C -1.5400 -0.1913 0.0185
3 H 2.1583 -1.1659 0.0631
4 H 0.9652 1.8145 -0.3532
5 N 0.6736 -0.3259 -0.4431
6 N -0.9423 1.2048 0.2478
7 O 1.5788 -0.6810 0.5336
8 O -2.6644 -0.6688 0.1961
9 O -0.4818 -1.0044 -0.2037



Here is a single C2H2N2O3 molecule at a distorted geometry from OMol25. Energies are from the ωB97M-V functional and the def2-TZVPD basis.

Calculated values
* DFT total energy: -412.4610 Eh
* LUMO level: -1.56 eV
* frontier orbital gap: 9.94 eV
* ΔE to the lowest compared entry with this formula, charge and spin: 119.2 kcal/mol
* net charge: 0
* E_HOMO: -11.497 eV

Atoms and positions in Å:
1 C 1.0221 -1.2041 1.1503
2 C -0.2780 0.4819 0.1555
3 N 2.0878 -1.2341 1.6115
4 N -0.7131 0.4343 -1.2281
5 O -1.8493 0.9185 -1.3997
6 O -0.0070 -0.0284 -2.0541
7 O -0.2021 -1.0870 0.7170
8 H 0.7556 0.7776 0.1511
9 H -0.8159 0.9414 0.8965